# 1
The following is a DFT calculation (wB97M-V/def2-TZVPD) of a 4-piece molecular cluster, C32H58FNO8P overall.

Summary:
largest force on an atom: 9.55 eV/A
ΔE to the lowest compared entry with this formula, charge and spin: 1603.1 kJ/mol
LUMO level: -5.73 eV
total charge: +1
E_tot: -63975.24347 eV
Kohn-Sham gap: 5.2756 eV
HOMO: -11.00 eV

Each line ends with the Mulliken charge.
Element x y z (Å)
C (-0.056, -6.450, -3.360)  -0.631
C (-1.660, -6.061, -3.531)  -0.483
C (-2.007, -4.650, -2.733)  -0.311
C (-1.901, -3.311, -3.690)  -0.675
C (-0.585, -2.368, -3.361)  -0.034
C (0.731, -2.887, -4.200)  -0.337
C (1.983, -1.818, -4.074)  -0.275
C (3.019, -2.347, -2.873)  -0.539
C (3.541, -1.118, -1.918)  -0.028
C (2.869, -1.140, -0.388)  0.040
C (3.784, -2.104, 0.572)  -0.809
C (3.449, -1.990, 2.180)  -0.384
C (2.031, -2.769, 2.449)  -0.466
C (1.083, -2.106, 3.610)  -0.592
C (0.249, -0.771, 3.152)  0.520
C (0.936, 0.646, 2.613)  -0.402
N (0.101, 1.888, 2.237)  0.034
C (-1.412, 1.925, 2.341)  0.004
P (-2.243, 3.607, 1.824)  0.162
O (-1.252, 4.844, 2.623)  -0.366
O (-1.789, 3.786, 0.116)  -0.429
C (-2.295, 0.625, 2.822)  0.496
F (-3.790, 0.679, 2.880)  -0.133
C (-1.420, -0.738, 3.242)  0.239
C (-2.326, -2.027, 3.744)  -0.035
O (-2.563, -2.359, 5.016)  -0.453
O (-2.957, -2.835, 2.661)  -0.115
O (-1.928, -3.201, 1.925)  -0.282
H (0.047, -7.578, -3.038)  0.296
H (0.543, -6.263, -4.364)  0.193
H (0.370, -5.727, -2.543)  0.079
H (-2.303, -6.923, -3.050)  0.303
H (-1.957, -6.024, -4.683)  0.262
H (-1.344, -4.532, -1.754)  0.064
H (-3.132, -4.753, -2.367)  0.288
H (-2.860, -2.641, -3.468)  0.296
H (-1.962, -3.588, -4.841)  0.310
H (-0.417, -2.412, -2.194)  -0.241
H (-0.858, -1.279, -3.713)  0.340
H (1.067, -3.915, -3.725)  -0.198
H (0.484, -3.064, -5.330)  0.421
H (2.514, -1.782, -5.132)  0.264
H (1.507, -0.773, -3.810)  0.135
H (2.541, -3.214, -2.236)  0.195
H (3.927, -2.851, -3.462)  0.264
H (3.231, -0.111, -2.460)  -0.329
H (4.733, -1.089, -1.860)  0.393
H (2.988, -0.029, 0.019)  0.049
H (1.732, -1.413, -0.429)  0.042
H (4.921, -1.867, 0.420)  0.378
H (3.584, -3.233, 0.247)  0.186
H (4.301, -2.616, 2.732)  0.307
H (3.514, -0.906, 2.618)  0.232
H (1.465, -2.961, 1.417)  0.192
H (2.323, -3.860, 2.835)  0.378
H (1.726, -1.873, 4.560)  0.364
H (0.302, -2.954, 3.924)  0.350
H (2.098, 0.758, 2.518)  0.209
H (0.623, 2.749, 1.894)  0.249
H (-0.353, 4.861, 2.160)  0.299
H (-0.837, 3.420, 0.114)  0.347
H (-1.969, -2.775, 1.012)  0.340
C (4.206, 3.041, -5.412)  -0.565
C (4.548, 3.292, -3.966)  -0.554
C (3.227, 3.030, -3.277)  -0.262
O (2.539, 2.044, -4.059)  -0.383
C (3.224, 1.894, -5.310)  -0.364
H (5.072, 2.806, -6.035)  0.329
H (3.708, 3.922, -5.834)  0.267
H (5.296, 2.564, -3.630)  0.248
H (4.937, 4.296, -3.774)  0.349
H (2.605, 3.931, -3.254)  0.300
H (3.353, 2.666, -2.253)  0.157
H (3.742, 0.929, -5.294)  0.189
H (2.499, 1.888, -6.129)  0.310
C (1.577, 7.786, 4.188)  -0.608
C (2.992, 7.268, 4.211)  -0.566
C (2.782, 5.770, 4.164)  -0.481
O (1.569, 5.542, 3.433)  -0.314
C (0.892, 6.796, 3.272)  -0.461
H (1.492, 8.818, 3.841)  0.357
H (1.144, 7.725, 5.194)  0.278
H (3.522, 7.599, 3.310)  0.260
H (3.565, 7.592, 5.083)  0.334
H (2.648, 5.356, 5.169)  0.280
H (3.609, 5.246, 3.678)  0.270
H (0.988, 7.096, 2.222)  0.311
H (-0.170, 6.674, 3.504)  0.342
C (-7.032, -0.703, 2.942)  -0.297
C (-8.324, -1.464, 2.796)  -0.574
C (-9.088, -0.607, 1.811)  -0.463
O (-8.116, 0.024, 0.966)  -0.429
C (-6.816, -0.174, 1.541)  -0.242
H (-6.200, -1.313, 3.300)  0.194
H (-7.170, 0.132, 3.639)  0.260
H (-8.126, -2.450, 2.359)  0.262
H (-8.858, -1.610, 3.739)  0.338
H (-9.649, 0.183, 2.323)  0.270
H (-9.784, -1.189, 1.200)  0.285
H (-6.284, -0.903, 0.920)  0.219
H (-6.260, 0.767, 1.528)  0.180

Cartesian forces (eV/Å) of the 6 atoms listed first:
-0.470 0.239 -0.356
0.338 -0.249 0.394
-0.903 -0.360 -0.582
-0.478 0.582 0.562
-0.534 -0.661 -1.076
0.239 0.099 0.686

---

# 2
The following is a DFT calculation (wB97M-V/def2-TZVPD) of a 14-piece molecular cluster, C48H93Br27N3O2 overall.

Summary:
largest force on an atom: 0.85 eV/A
ΔE to the lowest compared entry with this formula, charge and spin: 0.0 kJ/mol
LUMO level: -3.17 eV
total charge: +1
E_tot: -1950993.61873 eV
Kohn-Sham gap: 8.1332 eV
HOMO: -11.30 eV

Each line ends with the Mulliken charge.
Element x y z (Å)
C (-3.602, 2.373, -1.101)  -0.668
C (-3.294, 3.286, 0.105)  -0.246
C (-1.856, 3.051, 0.594)  0.241
C (-0.903, 3.944, -0.193)  -0.939
N (0.530, 3.786, 0.136)  0.150
C (0.966, 2.470, 0.213)  -0.503
N (1.210, 2.001, 1.435)  -1.006
N (1.654, 0.757, 1.522)  1.305
C (1.963, 0.295, 2.879)  -0.494
C (1.337, -1.054, 3.231)  0.404
C (2.379, -2.171, 3.394)  -0.728
C (1.980, -3.499, 2.735)  -0.858
C (3.191, -4.232, 2.151)  -0.761
C (2.822, -5.332, 1.152)  -0.724
C (3.974, -5.659, 0.201)  -0.789
C (4.021, -4.698, -0.976)  0.225
O (5.292, -4.772, -1.593)  -0.473
C (5.438, -3.839, -2.640)  -0.637
C (1.809, -0.059, 0.500)  -0.816
C (1.524, 0.360, -0.802)  0.807
C (1.597, -0.635, -1.931)  -0.840
C (0.339, -1.549, -2.076)  0.283
C (0.667, -3.044, -1.916)  -0.666
Br (-1.108, -1.113, -0.788)  -0.187
C (1.144, 1.686, -0.974)  0.214
C (0.932, 2.296, -2.336)  -1.761
C (-0.214, 1.668, -3.173)  0.192
O (0.251, 0.979, -4.330)  -0.531
H (-3.973, 1.400, -0.770)  0.341
H (-2.669, 2.182, -1.649)  -0.218
H (-4.289, 2.827, -1.817)  0.367
H (-4.004, 3.079, 0.906)  -0.141
H (-3.395, 4.325, -0.223)  0.223
H (-1.769, 3.259, 1.667)  0.380
H (-1.636, 1.986, 0.430)  -0.039
H (-1.050, 3.806, -1.271)  0.017
H (-1.161, 4.988, 0.010)  0.679
H (0.748, 4.262, 1.007)  0.142
H (3.052, 0.269, 2.955)  0.001
H (1.622, 1.076, 3.558)  0.207
H (0.751, -0.943, 4.142)  -0.745
H (0.635, -1.368, 2.447)  0.552
H (3.334, -1.837, 2.963)  0.203
H (2.586, -2.320, 4.460)  0.677
H (1.561, -4.151, 3.510)  0.511
H (1.226, -3.347, 1.954)  0.364
H (3.728, -4.699, 2.987)  0.363
H (3.893, -3.522, 1.697)  0.416
H (2.577, -6.246, 1.705)  0.430
H (1.917, -5.062, 0.590)  0.346
H (4.931, -5.686, 0.733)  0.343
H (3.822, -6.670, -0.189)  0.311
H (3.246, -4.978, -1.711)  0.290
H (3.835, -3.656, -0.648)  -0.139
H (6.333, -4.102, -3.205)  0.291
H (4.579, -3.865, -3.325)  0.260
H (5.536, -2.816, -2.249)  0.229
H (2.142, -1.069, 0.718)  0.938
H (2.447, -1.306, -1.772)  0.622
H (1.732, -0.102, -2.871)  0.561
H (-0.104, -1.389, -3.060)  0.453
H (-0.234, -3.590, -1.632)  0.056
H (1.386, -3.200, -1.098)  -0.232
H (1.045, -3.418, -2.866)  0.211
H (1.855, 2.143, -2.910)  0.725
H (0.806, 3.375, -2.249)  0.582
H (-0.800, 0.955, -2.593)  -0.257
H (-0.906, 2.455, -3.492)  -0.138
H (0.693, 1.612, -4.909)  0.419
Br (1.288, -8.705, -3.966)  -0.106
C (2.974, -9.563, -3.516)  -0.530
C (2.770, -10.783, -2.658)  -0.597
Br (2.315, -10.332, -0.824)  -0.138
H (3.588, -8.810, -3.031)  0.304
H (3.425, -9.848, -4.464)  0.343
H (3.688, -11.363, -2.601)  0.357
H (1.964, -11.409, -3.027)  0.372
Br (-0.105, -3.646, -5.325)  -0.139
C (-2.032, -3.915, -5.205)  -0.523
C (-2.410, -4.644, -3.944)  0.251
Br (-2.020, -6.545, -4.050)  -0.101
H (-2.334, -4.443, -6.103)  0.469
H (-2.463, -2.915, -5.202)  0.225
H (-3.482, -4.577, -3.780)  0.210
H (-1.890, -4.261, -3.074)  -0.372
Br (-7.057, -4.095, -2.635)  -0.112
C (-6.185, -5.635, -1.832)  -0.590
C (-5.513, -5.290, -0.530)  -0.595
Br (-3.885, -4.264, -0.820)  -0.054
H (-5.479, -6.010, -2.567)  0.283
H (-6.966, -6.374, -1.670)  0.377
H (-5.208, -6.197, -0.014)  0.350
H (-6.141, -4.690, 0.121)  0.364
Br (4.617, 2.488, 2.136)  -0.098
C (6.287, 2.129, 3.069)  -0.568
C (6.054, 1.210, 4.243)  -0.476
Br (5.074, 2.108, 5.656)  -0.069
H (6.671, 3.100, 3.365)  0.366
H (6.963, 1.670, 2.352)  0.415
H (7.002, 0.886, 4.666)  0.462
H (5.461, 0.338, 3.981)  0.055
Br (-3.459, 0.473, -4.152)  -0.134
C (-3.273, 1.193, -5.947)  -0.388
C (-3.145, 2.690, -5.921)  -0.202
Br (-4.847, 3.566, -5.587)  -0.141
H (-4.129, 0.853, -6.521)  0.520
H (-2.365, 0.744, -6.344)  0.079
H (-2.805, 3.055, -6.888)  0.237
H (-2.464, 3.028, -5.146)  0.064
Br (7.022, -0.115, 9.868)  -0.142
C (5.173, 0.101, 9.315)  -0.267
C (4.532, -1.212, 8.952)  -0.423
Br (5.163, -1.870, 7.231)  -0.120
H (5.177, 0.794, 8.478)  0.018
H (4.656, 0.549, 10.160)  0.373
H (3.459, -1.087, 8.852)  0.070
H (4.741, -1.995, 9.673)  0.413
Br (-1.674, -0.906, 5.526)  -0.133
C (-1.354, 0.244, 7.061)  -0.628
C (-0.114, 1.078, 6.880)  -0.618
Br (1.521, 0.042, 7.117)  -0.075
H (-1.304, -0.405, 7.928)  0.392
H (-2.231, 0.883, 7.138)  0.406
H (-0.077, 1.859, 7.636)  0.441
H (-0.056, 1.527, 5.893)  0.292
Br (-3.587, 6.442, 1.886)  -0.125
C (-5.484, 6.021, 1.914)  0.102
C (-5.923, 5.494, 3.252)  -0.687
Br (-5.362, 3.650, 3.549)  -0.190
H (-5.659, 5.314, 1.109)  0.353
H (-5.990, 6.961, 1.702)  -0.229
H (-7.008, 5.480, 3.310)  0.339
H (-5.519, 6.075, 4.074)  0.430
Br (-6.119, 9.827, 1.428)  -0.136
C (-8.033, 9.831, 1.770)  -0.633
C (-8.342, 9.884, 3.243)  -0.543
Br (-8.006, 8.181, 4.122)  -0.110
H (-8.435, 8.939, 1.300)  0.373
H (-8.424, 10.714, 1.270)  0.364
H (-9.398, 10.095, 3.400)  0.343
H (-7.741, 10.622, 3.764)  0.374
Br (1.900, 6.168, 2.519)  -0.109
C (3.530, 6.020, 3.577)  -0.545
C (3.342, 5.127, 4.773)  -0.126
Br (2.315, 5.987, 6.182)  -0.126
H (3.812, 7.030, 3.853)  0.431
H (4.273, 5.597, 2.905)  0.271
H (4.300, 4.884, 5.216)  0.203
H (2.817, 4.211, 4.520)  0.018
Br (0.085, 3.267, -8.015)  -0.145
C (0.127, 1.617, -9.041)  0.113
C (-0.757, 1.692, -10.256)  -0.670
Br (-2.640, 1.539, -9.790)  -0.172
H (-0.167, 0.818, -8.367)  0.382
H (1.168, 1.489, -9.332)  -0.308
H (-0.550, 0.859, -10.923)  0.409
H (-0.643, 2.628, -10.794)  0.385
Br (3.008, 2.734, -11.800)  -0.126
C (4.691, 2.220, -10.971)  -0.537
C (4.463, 1.305, -9.799)  -0.670
Br (3.765, 2.278, -8.264)  -0.118
H (5.192, 3.139, -10.686)  0.362
H (5.263, 1.712, -11.744)  0.354
H (5.393, 0.848, -9.470)  0.377
H (3.739, 0.529, -10.031)  0.364
Br (-4.573, -1.153, 8.662)  -0.145
C (-5.058, -1.956, 6.956)  -0.535
C (-6.206, -2.920, 7.097)  -0.585
Br (-5.653, -4.592, 7.916)  -0.136
H (-4.162, -2.434, 6.574)  0.289
H (-5.334, -1.127, 6.308)  0.362
H (-6.595, -3.183, 6.115)  0.362
H (-7.006, -2.520, 7.711)  0.383

Cartesian forces (eV/Å) of the 6 atoms listed first:
0.495 0.160 0.118
0.026 -0.376 -0.568
-0.353 0.037 0.031
-0.149 0.214 -0.163
-0.004 -0.354 0.256
0.140 -0.024 -0.128

---

# 3
The following is a DFT calculation (wB97M-V/def2-TZVPD) of C16H20BrGaO3 as an isolated structure.

Summary:
largest force on an atom: 2.03 eV/A
LUMO level: -7.15 eV
total charge: +2
E_tot: -145461.26320 eV
Kohn-Sham gap: 7.4247 eV
HOMO: -14.58 eV

Each line ends with the Mulliken charge.
Element x y z (Å)
Ga (0.311, 0.209, 0.050)  1.619
C (-1.099, 3.112, -0.765)  -0.798
O (-1.244, 1.703, -0.552)  -0.279
C (-2.470, 1.177, -1.063)  -0.436
C (-2.694, -0.174, -0.386)  -0.600
O (-1.490, -0.946, -0.343)  -0.359
C (-1.337, -1.968, -1.333)  -0.599
C (-0.438, -1.507, -2.479)  -0.436
O (0.681, -0.840, -1.893)  -0.281
C (1.797, -0.714, -2.782)  -0.797
H (-2.006, 3.630, -0.444)  0.399
H (-0.905, 3.322, -1.819)  0.338
H (-0.258, 3.453, -0.161)  0.261
H (-2.408, 1.089, -2.154)  0.260
H (-3.297, 1.846, -0.809)  0.570
H (-3.483, -0.729, -0.901)  0.425
H (-2.984, -0.019, 0.659)  0.307
H (-2.313, -2.274, -1.718)  0.423
H (-0.870, -2.814, -0.816)  0.308
H (-0.956, -0.828, -3.166)  0.261
H (-0.097, -2.383, -3.041)  0.569
H (2.012, -1.681, -3.244)  0.400
H (2.656, -0.398, -2.192)  0.260
H (1.588, 0.029, -3.555)  0.337
Br (0.766, -0.722, 2.469)  -0.088
C (2.363, 0.442, 2.553)  0.528
C (3.107, 0.402, 3.697)  -0.644
C (4.250, 1.211, 3.802)  -0.717
C (4.616, 2.031, 2.773)  -0.937
C (3.858, 2.085, 1.583)  0.805
C (4.223, 2.926, 0.512)  -0.860
C (3.494, 2.984, -0.645)  -1.003
C (2.346, 2.189, -0.786)  -0.244
C (1.975, 1.366, 0.244)  0.658
C (2.685, 1.266, 1.452)  -0.409
H (2.831, -0.240, 4.518)  0.446
H (4.831, 1.173, 4.708)  0.435
H (5.495, 2.652, 2.856)  0.442
H (5.107, 3.535, 0.625)  0.450
H (3.784, 3.632, -1.458)  0.446
H (1.770, 2.237, -1.702)  0.539

Cartesian forces (eV/Å) of the 6 atoms listed first:
0.211 0.640 -0.913
0.321 0.700 0.024
0.331 -1.032 0.409
-0.162 -0.516 -0.095
-0.668 0.920 0.250
1.144 0.666 0.382